[1]
{
  "formula": "C15H22N2O2S2",
  "method": "ωB97M-V/def2-TZVPD",
  "e_above_lowest_ev": 16.933,
  "lumo_ev": -0.09,
  "homo_lumo_gap_ev": 8.126,
  "total_energy_ha": -1640.535402,
  "symbols": ["S", "S", "O", "O", "N", "N", "C", "C", "C", "C", "C", "C", "C", "C", "C", "C", "C", "C", "C", "C", "C", "H", "H", "H", "H", "H", "H", "H", "H", "H", "H", "H", "H", "H", "H", "H", "H", "H", "H", "H", "H", "H", "H"],
  "positions_angstrom": [[3.640, 1.098, -0.096], [-0.266, -1.882, -2.560], [4.939, 1.904, -0.605], [3.001, 1.917, 1.168], [-1.805, -0.588, -1.307], [0.460, -0.336, -0.699], [2.353, 1.340, -1.291], [-3.696, 2.700, -0.156], [1.837, -0.003, -1.464], [-3.658, 0.476, -0.383], [3.693, -0.559, 0.265], [-0.698, -1.871, 1.492], [-1.851, 2.021, -0.995], [0.585, -0.932, 1.476], [-4.289, 1.729, 0.167], [-0.790, -2.889, 2.706], [-2.567, 3.062, -0.723], [-0.468, -0.830, -1.656], [2.935, -0.983, -1.049], [-2.336, 0.525, -0.827], [0.357, 0.081, 0.585], [-0.695, -2.474, 3.749], [-0.961, -2.340, 0.559], [3.147, -0.821, 1.124], [-1.898, 4.037, -0.841], [1.686, -0.194, -2.525], [-5.258, 1.406, 0.621], [-0.491, 0.728, 0.510], [2.976, 1.701, -2.603], [-1.888, -3.413, 2.840], [3.601, -1.278, -1.939], [-4.181, -0.508, 0.001], [2.488, -2.014, -0.755], [-1.834, -1.079, 1.706], [1.233, 0.860, 1.048], [0.596, -0.791, 2.353], [1.759, 2.079, -1.275], [1.323, -1.713, 1.260], [-4.273, 3.724, 0.343], [-2.424, -1.334, -1.649], [-0.088, -3.602, 2.550], [4.664, -0.896, 0.245], [-0.857, 1.941, -1.373]]
}

[2]
{
  "formula": "C15H22N2O3",
  "method": "ωB97M-V/def2-TZVPD",
  "e_above_lowest_ev": 1.142,
  "lumo_ev": 0.45,
  "homo_lumo_gap_ev": 9.780,
  "total_energy_ha": -920.036683,
  "smiles": "CC[C@H](C)[C@H](NC(=O)[C@@H](N)Cc1ccccc1)C(=O)O",
  "symbols": ["O", "O", "O", "N", "N", "C", "C", "C", "C", "C", "C", "C", "C", "C", "C", "C", "C", "C", "C", "C", "H", "H", "H", "H", "H", "H", "H", "H", "H", "H", "H", "H", "H", "H", "H", "H", "H", "H", "H", "H", "H", "H"],
  "positions_angstrom": [[-0.764, -0.401, -1.406], [-4.086, -1.761, -1.031], [-2.481, -2.846, -0.014], [-1.339, -0.512, 0.806], [1.126, -0.257, 1.601], [2.024, -0.745, -0.692], [-0.449, -0.388, -0.203], [-3.348, 0.817, -0.036], [-2.675, 2.114, 0.514], [3.443, -0.252, -0.453], [6.014, 0.649, 0.186], [0.979, -0.023, 0.182], [-4.848, 0.896, 0.205], [3.925, 0.928, -0.998], [5.191, 1.395, -0.701], [-3.182, -1.745, -0.229], [-3.220, 3.420, -0.075], [4.277, -0.961, 0.428], [-2.788, -0.507, 0.631], [5.582, -0.556, 0.669], [3.342, 1.480, -1.732], [6.253, -1.196, 1.300], [1.145, 1.075, -0.048], [-3.045, 3.429, -1.141], [-1.623, 2.138, 0.246], [-3.325, -0.667, 1.559], [-2.714, 4.280, 0.390], [-5.360, 0.060, -0.173], [1.916, -1.827, -0.488], [-1.835, -2.720, 0.688], [5.645, 2.325, -1.153], [1.693, -0.566, -1.700], [1.859, 0.328, 2.021], [-3.079, 0.777, -1.121], [-2.802, 2.121, 1.618], [1.364, -1.245, 1.758], [-5.086, 0.940, 1.271], [-0.991, -0.131, 1.682], [7.011, 1.003, 0.377], [-4.301, 3.644, 0.119], [3.876, -1.845, 0.904], [-5.360, 1.795, -0.180]]
}